Entry 1:
Density functional theory data (ωB97M-V/def2-TZVPD) for a molecular structure, C15H29Br2INbO11P2.

Last column: Mulliken charge in e.
Element x y z (Å)
C 2.732 1.093 2.097  -1.158
C 2.635 0.127 0.921  0.432
Br 4.498 -0.052 0.074  -0.277
C 2.064 -1.184 1.326  -1.174
Br 2.030 -2.519 -0.086  -0.028
Nb -0.253 -1.148 1.626  -0.361
C -2.396 -1.156 2.243  -1.011
C -3.285 0.011 1.787  -0.455
C -3.336 0.282 0.295  -1.076
I -4.424 -1.169 -0.812  -0.082
P -0.322 -3.771 2.298  0.291
O 0.995 -4.339 2.760  -0.667
P -0.223 0.108 3.999  0.426
O 1.084 -0.260 4.649  -0.692
H 3.767 1.346 2.336  0.454
H 2.324 0.657 3.014  0.276
H 2.197 2.024 1.893  0.140
H 2.096 0.551 0.074  0.549
H 2.620 -1.613 2.162  0.674
H -0.383 0.529 0.904  0.084
H -0.945 -1.413 0.004  0.173
H -2.508 -1.223 3.330  0.565
H -2.803 -2.105 1.851  0.552
H -2.955 0.949 2.255  0.226
H -4.314 -0.162 2.131  0.375
H -2.345 0.261 -0.154  0.298
H -3.844 1.211 0.044  0.532
H -1.352 -3.944 3.273  0.020
H -0.961 -4.598 1.325  0.010
H -0.501 1.501 4.042  0.005
H -1.349 -0.265 4.776  0.027
C 5.006 3.648 -0.817  -0.430
C 4.694 3.490 0.664  0.252
O 3.338 3.955 0.732  -0.352
C 2.770 3.814 -0.485  0.791
O 1.607 3.919 -0.720  -0.553
O 3.712 3.529 -1.412  -0.335
H 5.652 2.876 -1.225  0.298
H 5.402 4.639 -1.050  0.266
H 4.720 2.446 0.967  -0.339
H 5.306 4.099 1.323  0.331
C 4.995 -3.011 -2.032  -0.005
C 3.943 -2.563 -3.036  -0.194
O 4.750 -2.227 -4.178  -0.375
C 5.921 -2.892 -4.094  0.595
O 6.730 -2.951 -4.969  -0.551
O 6.049 -3.479 -2.887  -0.382
H 4.681 -3.816 -1.376  0.305
H 5.339 -2.161 -1.445  0.012
H 3.265 -3.368 -3.323  0.251
H 3.383 -1.688 -2.721  0.276
C -8.470 0.476 -3.056  -0.276
C -8.048 1.941 -3.091  -0.295
O -8.128 2.305 -1.712  -0.335
C -8.001 1.182 -0.955  0.657
O -7.854 1.175 0.222  -0.510
O -8.074 0.087 -1.744  -0.288
H -7.958 -0.156 -3.777  0.277
H -9.551 0.355 -3.150  0.246
H -7.017 2.059 -3.426  0.257
H -8.706 2.588 -3.663  0.277

The charge is -1.



Entry 2:
Density functional theory data (ωB97M-V/def2-TZVPD) for a molecular structure, C21H17BF5N7ORuS.

Last column: Mulliken charge in e.
Element x y z (Å)
Ru 0.141 0.294 -0.225  -0.029
C 4.558 0.549 -0.373  -1.074
C 3.343 0.138 -0.910  -0.424
N 2.349 0.753 -0.278  -0.008
N 2.876 1.550 0.657  0.406
C 4.209 1.446 0.624  -0.104
B 2.029 2.444 1.585  0.114
N 1.167 1.540 2.492  0.166
C 1.143 1.529 3.828  -0.088
C 0.218 0.587 4.246  -1.131
C -0.289 0.052 3.068  -0.522
N 0.294 0.643 2.027  0.352
N 1.081 3.254 0.690  -0.420
C 1.000 4.585 0.553  -0.034
C 0.065 4.869 -0.424  -1.246
C -0.391 3.620 -0.840  -0.502
N 0.231 2.668 -0.156  0.870
H 5.539 0.244 -0.671  0.420
H 3.135 -0.551 -1.710  0.493
H 4.826 2.017 1.288  0.449
H 2.712 3.156 2.231  -0.086
H 1.761 2.188 4.400  0.449
H -0.055 0.328 5.245  0.428
H -1.036 -0.707 2.916  0.538
H 1.595 5.251 1.144  0.468
H -0.240 5.833 -0.779  0.416
H -1.124 3.397 -1.590  0.463
O -0.202 0.840 -2.730  -0.278
C -1.531 0.701 -3.195  -0.570
C -2.510 0.704 -2.045  0.442
C -3.875 0.597 -2.295  -0.876
C -4.754 0.574 -1.228  -0.400
C -4.251 0.686 0.063  -0.798
C -2.885 0.808 0.225  -0.571
N -2.041 0.796 -0.807  0.627
H 0.409 0.694 -3.462  0.284
H -1.665 -0.243 -3.743  0.431
H -1.783 1.532 -3.872  0.357
H -4.228 0.535 -3.312  0.518
H -5.814 0.460 -1.394  0.442
H -4.901 0.680 0.923  0.471
H -2.438 0.941 1.206  0.457
F 0.092 -7.930 -0.204  -0.259
C 0.105 -6.604 -0.244  0.448
C -0.808 -5.916 -1.047  0.141
F -1.687 -6.589 -1.784  -0.272
C -0.796 -4.526 -1.073  0.169
F -1.667 -3.870 -1.847  -0.244
C 0.116 -3.787 -0.312  0.002
S 0.101 -2.042 -0.346  0.238
C 1.029 -4.494 0.481  0.195
F 1.917 -3.814 1.208  -0.252
C 1.029 -5.884 0.519  0.203
F 1.907 -6.530 1.280  -0.272

The charge is +1. The expectation value of S² is 0.782. The multiplicity is 2.



Entry 3:
Density functional theory data (ωB97M-V/def2-TZVPD) for 22 unconnected molecules or ions with the total composition C23H30B2BrCl64O4P2.

Last column: Mulliken charge in e.
Element x y z (Å)
C -0.375 1.771 3.996  -0.945
B 0.095 1.035 2.706  0.376
O 0.339 1.676 1.564  -0.113
P 0.357 -0.928 2.812  0.499
Br 0.575 -1.809 0.769  0.033
C -1.158 -1.700 3.513  -0.746
B -2.529 -1.208 2.818  -0.159
O -3.049 0.036 3.046  -0.517
O -3.198 -2.051 1.971  0.390
P 2.244 -1.273 4.001  0.450
O 3.150 -2.305 3.120  -0.303
Cl 3.172 0.582 3.801  -0.175
H -1.230 1.308 4.420  0.347
H 0.373 1.732 4.752  0.398
H -0.540 2.806 3.799  0.319
H 0.757 1.076 0.964  -0.019
H -1.111 -2.752 3.314  0.428
H -1.204 -1.598 4.564  0.448
H -3.749 0.022 3.672  0.261
H -3.084 -1.707 1.100  -0.082
H 3.362 -1.939 2.229  0.165
C -3.297 -2.938 -2.001  -0.283
Cl -2.657 -1.529 -1.136  0.055
Cl -2.610 -4.416 -1.328  0.049
Cl -5.047 -2.976 -1.886  0.024
H -3.018 -2.864 -3.044  0.242
C -5.215 -4.969 1.895  0.782
Cl -3.995 -6.087 2.521  -0.130
Cl -5.736 -5.457 0.284  -0.093
Cl -6.588 -4.872 2.996  -0.118
H -4.765 -3.989 1.824  -0.461
C 0.566 -0.970 8.425  -0.084
Cl -0.665 -2.134 8.904  -0.112
Cl 2.141 -1.416 9.065  -0.106
Cl 0.633 -0.843 6.651  -0.097
H 0.296 -0.003 8.823  0.308
C -4.575 1.762 -2.129  -0.002
Cl -3.486 1.807 -3.516  -0.108
Cl -5.728 0.439 -2.282  -0.054
Cl -3.649 1.589 -0.639  0.052
H -5.125 2.686 -2.092  0.117
C 3.896 -2.224 -0.950  -0.155
Cl 5.185 -2.530 -2.102  0.033
Cl 4.264 -2.999 0.601  -0.091
Cl 3.671 -0.487 -0.733  0.060
H 2.978 -2.645 -1.335  0.176
C 0.208 3.026 -1.723  -0.202
Cl -0.425 1.393 -1.469  0.052
Cl 1.952 3.039 -1.470  0.023
Cl -0.205 3.619 -3.329  -0.121
H -0.245 3.679 -0.992  0.244
C -4.789 5.434 1.036  0.523
Cl -3.696 4.190 1.653  -0.051
Cl -5.271 5.095 -0.630  -0.150
Cl -6.205 5.597 2.067  -0.136
H -4.263 6.372 1.042  -0.222
C -4.905 -2.559 -6.030  -0.122
Cl -4.286 -1.103 -5.247  -0.017
Cl -4.182 -4.003 -5.309  -0.101
Cl -6.663 -2.623 -5.923  -0.107
H -4.629 -2.527 -7.072  0.370
C 5.577 4.356 -0.863  -0.061
Cl 4.921 2.729 -0.637  -0.060
Cl 7.318 4.366 -0.591  -0.102
Cl 5.194 4.958 -2.473  -0.082
H 5.117 5.011 -0.138  0.280
C 8.883 -4.139 -2.748  -0.018
Cl 7.764 -3.342 -3.864  -0.137
Cl 7.996 -4.982 -1.476  -0.096
Cl 9.937 -5.249 -3.616  -0.113
H 9.494 -3.379 -2.288  0.344
C -2.395 9.578 0.936  0.317
Cl -1.907 10.988 1.872  -0.137
Cl -1.582 8.125 1.540  -0.132
Cl -4.157 9.386 0.976  -0.022
H -2.089 9.730 -0.082  -0.039
C 6.858 -2.598 3.541  0.678
Cl 7.420 -0.962 3.184  -0.113
Cl 8.050 -3.792 3.029  -0.121
Cl 6.495 -2.772 5.259  -0.127
H 5.948 -2.772 2.987  -0.297
C 0.264 -6.790 -1.592  -0.345
Cl -0.672 -7.173 -0.151  -0.025
Cl 1.290 -5.368 -1.315  0.086
Cl 1.234 -8.173 -2.082  -0.078
H -0.425 -6.559 -2.390  0.378
C 4.872 -6.214 -5.312  0.247
Cl 4.096 -5.425 -6.687  -0.125
Cl 3.778 -6.272 -3.928  -0.039
Cl 5.414 -7.834 -5.745  -0.124
H 5.735 -5.633 -5.033  0.039
C 8.590 4.456 -4.140  0.597
Cl 7.964 2.819 -3.944  -0.109
Cl 10.335 4.494 -3.882  -0.126
Cl 8.177 5.100 -5.729  -0.126
H 8.125 5.081 -3.391  -0.254
C -8.023 10.178 2.197  0.018
Cl -6.924 11.347 1.452  -0.118
Cl -9.692 10.562 1.778  -0.123
Cl -7.653 8.516 1.720  -0.064
H -7.919 10.256 3.267  0.291
C 2.998 -10.336 1.418  -0.047
Cl 1.767 -11.575 1.175  -0.124
Cl 4.461 -10.723 0.513  -0.126
Cl 2.382 -8.747 0.948  -0.038
H 3.247 -10.308 2.467  0.328
C -8.799 -1.613 0.582  -0.113
Cl -7.342 -2.180 -0.246  0.028
Cl -10.156 -2.695 0.271  -0.117
Cl -8.514 -1.447 2.315  -0.122
H -9.048 -0.639 0.191  0.301
C 5.850 8.945 -2.098  -0.020
Cl 4.710 9.689 -3.217  -0.112
Cl 4.990 8.148 -0.772  -0.114
Cl 6.907 7.813 -2.946  -0.061
H 6.464 9.724 -1.674  0.327
C -3.191 -10.415 0.787  0.096
Cl -3.893 -11.998 1.121  -0.129
Cl -1.435 -10.457 0.969  -0.050
Cl -3.636 -9.862 -0.830  -0.122
H -3.589 -9.712 1.503  0.195
C -2.205 10.511 -3.778  -0.034
Cl -3.088 9.918 -2.366  -0.060
Cl -1.355 12.007 -3.395  -0.116
Cl -1.081 9.285 -4.367  -0.108
H -2.920 10.718 -4.559  0.332

The charge is +1.



The calculation returns the following energy values, one per record and in order: -206859.48243 -62205.76211 -923934.08500 eV.